[1]
DFT (ωB97M-V/def2-TZVPD) results for a structure of composition C4H9NO2.

```
16
Properties=species:S:1:pos:R:3:forces:R:3
C 2.825099 -0.023967 -1.129680 0.194 0.011 -0.081
N 1.477595 -0.125065 -0.610906 -0.144 0.222 0.466
C 1.200472 0.474676 0.447354 0.210 -0.121 -0.389
O -0.068636 0.432426 1.008844 -0.217 0.016 -0.022
C -1.076205 -0.046344 0.295303 -0.030 -0.203 0.052
C -2.231625 -0.660286 0.982711 0.258 0.269 0.042
O -3.326633 -0.757914 0.288629 -0.058 0.070 -0.027
H 3.246693 -1.029640 -1.211987 -0.055 0.141 0.008
H 2.780003 0.395484 -2.138476 0.029 -0.051 0.135
H 3.490213 0.595246 -0.511022 -0.100 -0.082 -0.086
H 1.850450 1.085453 1.078317 -0.052 -0.102 -0.115
H -2.415033 1.244055 -0.438372 -0.017 -0.064 0.009
H -0.856129 -0.318628 -0.735462 -0.063 0.093 0.094
H -1.608487 -1.631291 0.974865 -0.032 -0.027 0.019
H -2.264913 -0.333363 2.043789 -0.025 -0.120 -0.129
H -3.022871 0.699158 -0.343912 0.101 -0.051 0.024
```
Forces are in eV/Å.

Results
Spin multiplicity: 1
Net charge: 0
ΔE to the lowest compared entry with this formula, charge and spin (kJ/mol): 592.7
HOMO energy (alpha / beta) (Eh): -0.3230 / -0.3230

Mulliken population analysis, charges in e, atoms 1 to 8: -0.72, -0.31, 0.08, -0.27, -0.41, 0.04, -0.67, 0.25

[2]
DFT (ωB97M-V/def2-TZVPD) results for a structure of composition C4H9NO2 at a distorted geometry.

```
16
Properties=species:S:1:pos:R:3:forces:R:3
C -0.128769 1.872836 1.696368 -1.694 0.472 -0.146
N -0.339729 0.408812 2.162338 1.216 1.049 -0.386
C -0.155660 -2.648366 -2.072530 0.274 0.465 -0.162
C 0.308334 -0.008609 1.155009 0.715 -0.362 0.027
C 0.013654 0.223844 -0.356097 -1.086 2.298 3.228
O 1.203874 0.497809 -0.973659 -1.224 -3.460 -0.736
O -1.041498 0.020427 -0.851334 -0.681 0.151 -0.691
H -0.456667 2.482051 2.536725 0.070 0.049 -0.114
H 0.914099 2.087825 1.439301 -0.073 0.101 0.475
H -0.710260 2.088578 0.792628 -0.202 0.268 0.248
H 0.720314 -2.332135 -1.500956 0.346 -0.131 -0.237
H -0.860034 -1.823856 -2.037723 -0.411 -0.413 0.210
H -0.474088 -3.574641 -1.614699 -0.460 -0.027 -0.013
H 0.083877 -2.791242 -3.123544 0.335 -0.181 0.095
H 1.375154 -0.279749 1.275550 -0.358 -1.733 0.016
H 0.985177 -0.550610 -1.042715 3.233 1.454 -1.813
```
Forces are in eV/Å.

Results
Spin multiplicity: 1
Net charge: 0
ΔE to the lowest compared entry with this formula, charge and spin (kJ/mol): 617.2
HOMO energy (Eh): -0.3212

Mulliken population analysis, charges in e, atoms 1 to 8: -0.84, -0.49, -0.79, 0.19, 0.38, -0.50, -0.47, 0.30

Q: net charge of number 1 (C4H9NO2)?
A: 0

Q: ΔE to the lowest compared entry with this formula, charge and spin of number 1 (C4H9NO2)?
A: 592.7 kJ/mol

Q: Among the records above, which one has the highest ΔE to the lowest compared entry with this formula, charge and spin?
A: number 2